A structure of composition C14H10Cl5LiN2O in a non-equilibrium geometry. Source: OMol25; level of theory: wB97M-V/def2-TZVPD.

Each line ends with the natural charge from an NBO analysis.
Atoms and positions in Å:
Cl: -3.713038 -4.162345 1.299445  0.028
Cl: -6.234135 -2.298339 1.748307  0.023
Cl: -5.938155 0.818422 1.522098  0.033
Cl: -0.889145 -2.894503 0.782764  -0.092
Cl: -3.085204 2.116141 0.994154  -0.068
O: 1.534975 0.116734 1.836174  -0.690
N: 0.640997 0.164253 -1.101741  -0.499
N: 3.046664 1.067229 0.472882  -0.604
C: 0.942801 0.867342 -3.757636  -0.152
C: 3.851179 -0.239204 2.386023  -0.711
C: -2.347764 -1.827359 1.028347  -0.030
C: 1.583226 1.583674 -2.766080  -0.249
C: -4.523021 -0.184823 1.366223  -0.104
C: -3.589241 -2.423524 1.231776  -0.105
C: -3.244869 0.315937 1.147438  -0.016
C: -4.667820 -1.584801 1.421663  -0.075
C: 0.010613 -0.515667 -2.073961  0.067
C: 1.401723 1.211819 -1.420080  0.206
C: -2.111480 -0.484907 0.979362  -0.487
C: 2.710919 0.323334 1.564107  0.712
C: 0.122567 -0.209438 -3.436411  -0.249
C: 2.059508 1.877231 -0.222117  -0.257
Li: -0.093219 -0.081669 0.892626  0.837
H: 1.115453 1.110026 -4.788115  0.221
H: 4.448004 -0.893831 1.727816  0.239
H: 4.441197 0.577824 2.801515  0.236
H: 2.241436 2.393428 -3.020269  0.219
H: -0.652615 -1.358106 -1.758553  0.225
H: 2.589564 2.773557 -0.589073  0.212
H: -0.377483 -0.782187 -4.206313  0.233
H: 3.402390 -0.850379 3.181886  0.255
H: 1.278414 2.211017 0.460026  0.235
H: 4.045560 1.263112 0.295719  0.407

Atomic forces in eV per Å
Cl -0.255 0.498 -0.011
Cl 0.461 0.301 -0.145
Cl 0.464 -0.189 0.005
Cl -0.639 0.386 0.124
Cl 0.067 -1.039 0.156
O 0.020 0.038 0.292
N -0.682 -0.299 -0.334
N 0.831 0.056 0.290
C -0.147 -0.465 0.028
C -0.599 -0.456 -0.299
C 0.581 -0.373 -0.167
C 0.041 -0.148 1.122
C -0.106 -0.301 -0.086
C 0.662 -0.594 0.076
C 0.151 0.420 -0.276
C -0.977 -0.037 0.200
C -0.655 -0.600 -0.204
C 0.085 -0.588 -0.556
C -0.384 0.949 0.165
C 0.101 0.105 -0.454
C 0.469 0.396 0.926
C 0.485 0.876 -1.114
Li 0.073 -0.131 -0.219
H -0.002 0.216 -0.338
H 0.014 0.360 0.388
H 0.142 -0.180 -0.027
H 0.125 0.288 -0.030
H 0.733 0.813 -0.090
H -0.267 -0.241 0.241
H -0.040 -0.018 0.182
H 0.306 0.296 -0.238
H 0.080 -0.089 0.164
H -1.134 -0.247 0.227

Gap between HOMO and LUMO   8.253 eV
HOMO   -8.3 eV
Energy above the lowest of the compared OMol25 structures with the same formula, charge and spin   0.0 kcal/mol


A structure of composition C14H10ClF2IN2O2Pd. Source: OMol25; level of theory: wB97M-V/def2-TZVPD.

Each line ends with the Mulliken spin population.
Atoms and positions in Å:
I: -3.583869 5.423638 -0.348396  0.002
Pd: 0.005517 0.590377 -0.223447  1.166
Cl: 6.421841 -2.482458 -3.367199  0.241
F: 2.383269 -1.111449 0.500597  0.050
F: 2.680020 0.935594 -0.231158  0.042
O: 0.063221 -3.511385 -2.196276  0.954
O: 0.099070 -1.494311 -1.365575  0.096
N: -0.281280 2.743168 0.015171  0.089
N: -2.617760 -0.556118 1.298559  -0.013
C: 4.803527 -2.467891 -2.955555  0.241
C: -1.484493 3.292191 -0.167611  -0.008
C: 2.761491 -1.242703 -2.669089  0.018
C: 0.748853 3.539386 0.338483  -0.001
C: 0.695689 -2.409959 -1.897396  0.030
C: 4.177236 -3.679635 -2.562200  0.137
C: 4.084403 -1.244991 -3.009993  0.111
C: -1.714047 -0.105716 0.750281  0.125
C: 2.142345 -2.443996 -2.274862  0.206
C: -1.699318 4.660699 -0.036405  0.013
C: 0.611292 4.907862 0.493413  0.009
C: 2.848830 -3.660709 -2.231187  -0.023
C: 1.984714 0.158807 0.654682  0.501
C: -0.630168 5.486026 0.303744  -0.004
H: -3.393423 -0.971930 1.782647  0.000
H: 1.709647 3.061163 0.468683  -0.005
H: 1.470969 5.506958 0.758012  0.001
H: 2.134589 0.496978 1.679964  0.029
H: 4.756859 -4.592111 -2.532128  -0.001
H: 2.185064 -0.328387 -2.705725  -0.008
H: -0.768823 6.552946 0.416216  0.000
H: 4.595045 -0.344342 -3.321863  -0.001
H: -2.297204 2.625944 -0.425346  0.002
H: 2.350321 -4.570053 -1.922830  0.001

Atomic forces in eV per Å
I -0.285 0.111 -0.043
Pd -0.076 0.281 0.208
Cl -0.439 -0.013 0.114
F 0.129 -0.266 -0.079
F 0.241 -0.069 0.000
O -0.040 -0.075 0.066
O 0.401 -0.295 -0.430
N 0.252 -0.072 0.049
N 0.029 0.002 -0.010
C 0.644 0.119 -0.175
C -0.080 0.312 0.034
C 0.224 0.225 -0.048
C 0.026 0.029 0.004
C -0.569 0.170 0.198
C -0.311 -0.373 0.148
C -0.290 0.287 -0.008
C 0.078 -0.045 0.069
C 0.280 -0.028 -0.052
C 0.241 -0.175 0.027
C 0.090 -0.191 -0.018
C 0.162 -0.125 0.015
C -0.552 0.338 0.001
C -0.194 -0.198 -0.066
H -0.021 0.045 0.003
H -0.010 0.017 0.017
H 0.004 -0.013 0.001
H 0.062 0.009 -0.028
H 0.007 -0.014 -0.006
H 0.015 0.002 0.021
H -0.016 -0.014 -0.002
H -0.005 0.008 -0.004
H -0.009 0.025 -0.001
H 0.013 -0.015 -0.004

Gap between HOMO and LUMO (spin up / spin down)   6.211 / 2.487 eV
Expectation value of S²   6.0349
HOMO (spin up / spin down)   -13.7 / -13.7 eV
2S+1   5
Energy above the lowest of the compared OMol25 structures with the same formula, charge and spin   34.2 kcal/mol
Charge   +2


An isolated molecule of C14H10F4N2O4S in a non-equilibrium geometry. Source: OMol25; level of theory: wB97M-V/def2-TZVPD.

Each line ends with the natural charge from an NBO analysis.
Atoms and positions in Å:
S: 2.635949 -2.151886 2.018589  2.272
F: -0.314035 -3.088243 -2.803142  -0.326
F: -0.713542 -0.414152 -2.416715  -0.327
F: -1.460537 -3.521330 -0.963688  -0.326
F: 0.387690 4.648048 -1.523003  -0.309
O: 3.061100 -1.793551 3.365496  -0.924
O: 1.959722 -2.405466 -1.314952  -0.737
O: 2.587620 -3.570543 1.804194  -0.942
O: -2.237324 0.965120 0.251438  -0.474
N: 3.765047 -1.629850 0.931908  -1.063
N: -3.106829 4.386307 -0.687290  -0.374
C: 0.441174 -1.556695 0.363625  0.099
C: -0.642192 -0.806622 -0.064068  -0.133
C: 0.660884 -0.157226 2.304782  -0.124
C: -1.964711 4.873395 -1.151771  -0.045
C: -0.532729 -2.666582 -1.506639  0.646
C: -2.022644 2.245026 -0.211222  0.263
C: -0.473595 0.576309 1.937698  -0.255
C: 1.150415 -1.233339 1.515063  -0.348
C: -1.116265 -1.247952 -1.414969  0.140
C: -0.802928 2.825007 -0.624684  -0.314
C: -0.780372 4.122000 -1.114331  0.374
C: 0.715828 -2.672905 -0.602934  -0.013
C: -3.158368 3.093020 -0.223535  -0.027
C: -1.112840 0.299248 0.699663  0.347
H: -4.102191 2.730985 0.188992  0.211
H: -1.881529 5.896557 -1.484245  0.208
H: 1.857406 -2.624382 -2.273895  0.504
H: -0.856692 1.332085 2.619148  0.245
H: 0.122124 2.269518 -0.593952  0.244
H: -2.214663 -1.295856 -1.429947  0.200
H: 4.669968 -1.959924 1.237084  0.406
H: 3.514805 -1.998286 0.043223  0.414
H: 0.804612 -3.640256 -0.078697  0.236
H: 1.159639 0.172421 3.202778  0.253

Atomic forces in eV per Å
S 1.965 -0.576 1.625
F 0.132 0.471 1.123
F 0.443 0.128 -0.268
F 0.426 0.343 -0.200
F -0.357 -0.081 0.088
O -0.925 0.721 -1.546
O -1.075 -0.230 -0.627
O -1.690 -0.311 -0.379
O 1.030 0.204 0.091
N -0.351 1.441 0.953
N -0.107 -1.717 0.485
C 0.294 -0.112 -0.027
C 0.008 1.586 0.690
C 0.153 -0.370 -0.699
C 0.981 -0.599 0.379
C -0.116 -0.211 -0.448
C -0.879 2.303 -0.180
C -0.327 -0.551 -1.192
C -0.327 0.565 0.807
C -1.573 -0.251 0.646
C -0.203 -0.764 -0.004
C -1.005 -0.484 0.386
C 1.254 -0.846 -0.530
C 1.033 0.963 -0.565
C 0.788 -1.442 0.319
H 0.216 0.189 -0.276
H -0.407 0.185 -0.117
H -0.020 0.123 1.144
H 0.073 0.014 -0.323
H 0.114 -0.115 -0.012
H 0.234 -0.079 -0.256
H 0.136 -0.040 0.134
H -0.126 -0.351 -1.073
H -0.038 0.295 -0.292
H 0.248 -0.401 0.143

Gap between HOMO and LUMO   9.116 eV
HOMO   -9.6 eV
Structure (SMILES)   NS(=O)(=O)c1ccc(Oc2cncc(F)c2)c2c1[C@H](O)C(F)(F)[C@@H]2F
Energy above the lowest of the compared OMol25 structures with the same formula, charge and spin   0.0 kcal/mol


A structure of composition C14H10F5MnNS in a non-equilibrium geometry. Source: OMol25; level of theory: wB97M-V/def2-TZVPD.

Each line ends with the Mulliken spin population.
Atoms and positions in Å:
Mn: 0.097555 -0.055699 -1.468241  2.882
S: -0.031844 -0.068174 0.757571  0.089
F: 0.232661 -2.438244 2.569212  -0.002
F: 0.002988 0.052944 6.678169  0.000
F: -0.237906 2.371166 2.485964  0.001
F: -0.225732 2.414220 5.247442  0.000
F: 0.222838 -2.369029 5.347212  0.000
N: 1.366846 0.920207 -1.086834  0.965
C: 0.003055 -0.023189 2.484764  0.056
C: -0.391567 1.931790 -2.691088  -0.018
C: 0.116211 -1.206031 4.630789  -0.006
C: -1.545419 1.579123 -2.112459  -0.043
C: 0.122279 -1.249486 3.239242  -0.002
C: -0.116916 1.241081 4.579029  -0.004
C: -0.513603 -1.139360 -3.278338  0.100
C: 0.508750 2.571318 -3.472272  0.047
C: 1.091058 -1.901865 -1.760493  -0.033
C: 0.907804 -1.163875 -2.995347  -0.042
C: 0.000528 0.030526 5.309096  0.009
C: -0.207006 -2.325203 -1.296750  0.135
C: -0.119400 1.214128 3.192875  -0.007
C: -1.189209 -1.849073 -2.226750  -0.085
H: 2.163077 1.529817 -0.828355  -0.037
H: -0.965128 -0.708517 -4.166736  0.000
H: -2.289393 0.967264 -2.663125  0.003
H: -0.392293 -2.966277 -0.442479  0.001
H: 1.691883 -0.837670 -3.666541  -0.012
H: -2.257948 -2.042971 -2.176687  -0.001
H: 1.559414 2.266629 -3.421226  0.000
H: -1.950607 2.102675 -1.221672  -0.002
H: 2.046607 -2.217752 -1.355180  0.002
H: 0.300414 3.369515 -4.190779  0.003

Atomic forces in eV per Å
Mn -2.539 0.154 -0.048
S -0.924 -0.161 3.537
F -0.155 1.079 0.897
F 0.017 0.023 -0.811
F 0.047 -0.763 0.729
F 0.039 -0.476 -0.161
F -0.095 0.936 -0.352
N 4.236 3.481 -0.663
C -0.404 -0.534 -0.149
C 0.831 1.801 -1.384
C 0.067 0.027 0.030
C -0.837 0.346 -0.254
C 0.043 1.214 -0.253
C 0.068 -0.760 0.312
C 1.078 -1.269 -0.144
C -0.491 -1.481 1.275
C -1.020 -0.985 -0.799
C -1.089 -1.528 -0.793
C -0.043 0.005 -0.346
C 0.608 -0.440 -1.554
C 0.133 -0.849 -0.267
C 1.082 0.218 0.065
H -1.009 -0.954 -0.122
H 0.049 0.063 0.297
H 0.778 0.242 0.438
H 0.013 0.469 -0.002
H -0.131 0.193 0.261
H 0.249 0.251 0.126
H -0.483 0.003 0.068
H 0.672 -0.465 -0.513
H -0.260 0.409 0.134
H -0.530 -0.250 0.444

Gap between HOMO and LUMO (spin up / spin down)   6.034 / 5.961 eV
Expectation value of S²   6.0797
HOMO (spin up / spin down)   -2.9 / -2.9 eV
2S+1   5
Charge   -1


The evaluated DFT total energy for the records listed, in turn: -3032.801365, -1884.184021, -1747.586838, -2642.531233 a.u..